Entry from the OMol25 dataset: C13H18Si as an isolated structure in a non-equilibrium geometry (ωB97M-V with the def2-TZVPD basis set).

The value obtained for the relative energy (zero: lowest compared OMol25 entry of this formula, charge and spin) is 218.8 kcal per mole. The maximum force is 3.99 eV/Å. For the molecular weight, the calculation gives 202.373 g/mol. Its HOMO energy (alpha / beta) is -8.64 / -5.82 eV. For the LUMO energy (alpha / beta), the calculation gives -0.1 / -0.6 eV. Its multiplicity is 1. The value obtained for the gap between HOMO and LUMO (alpha / beta) is 8.51 / 5.24 eV.

Element x y z (Å)
C  0.57  2.99  0.52
C  1.97  -2.65  0.53
C  -2.51  -0.81  -1.47
C  0.85  1.66  0.23
C  1.77  -1.29  0.22
C  -1.61  -0.55  -0.54
C  0.14  3.34  -0.86
C  1.92  -3.20  -0.85
C  -3.69  -0.39  -0.61
C  0.31  1.79  -1.14
C  1.67  -1.70  -1.26
C  -2.59  -0.13  0.44
C  1.38  0.49  3.07
Si  1.39  0.23  1.18
H  0.78  3.55  1.45
H  2.09  -3.09  1.54
H  -2.37  -1.15  -2.48
H  -0.82  3.68  -1.12
H  0.97  3.97  -1.36
H  2.79  -3.75  -1.33
H  1.00  -3.87  -0.88
H  -4.21  0.46  -0.75
H  -4.47  -1.15  -0.36
H  0.84  1.36  -1.93
H  -0.64  1.24  -1.17
H  0.77  -1.39  -1.74
H  2.64  -1.38  -1.72
H  -2.69  -0.85  1.21
H  -2.46  0.89  0.82
H  0.56  -0.16  3.55
H  2.44  0.27  3.44
H  1.19  1.59  3.37